# 1
# H12O5S

A 6-piece molecular cluster, H12O5S overall (ωB97M-V with the def2-TZVPD basis set, the OMol25 dataset).

Each line ends with the natural charge from an NBO analysis.
Atoms and positions in Å:
S 0.815 -2.000 0.559  -0.301
H -0.213 -1.393 1.153  0.151
H 0.034 -3.073 0.468  0.143
H -1.074 0.687 1.351  0.469
H -0.699 0.638 2.832  0.479
O -1.431 0.502 2.214  -0.943
H 2.417 1.576 0.151  0.499
H 1.759 2.364 1.299  0.470
O 1.719 1.527 0.820  -0.976
H -2.459 -1.290 -1.528  0.489
H -2.985 -0.840 -0.133  0.490
O -2.329 -1.355 -0.585  -0.933
H 1.348 0.695 -1.863  0.502
H 2.798 0.061 -1.447  0.485
O 2.292 0.808 -1.759  -0.985
H -0.145 0.896 -0.928  0.466
H -1.189 -0.212 -1.021  0.483
O -0.659 0.411 -1.583  -0.988

Output
Electronic energy ... -21267.302 eV
Max |F| ... 0.0371 hartree/bohr
SMILES ... O.O.O.O.O.S
Charge ... 0
Molar mass ... 124.16 g/mol
ΔE to the lowest compared entry with this formula, charge and spin ... 0.741 eV

# 2
# H12O5S2

A 6-piece molecular cluster, H12O5S2 overall (ωB97M-V with the def2-TZVPD basis set, the OMol25 dataset).

Each line ends with the natural charge from an NBO analysis.
Atoms and positions in Å:
S -1.670 -2.263 2.958  -0.554
S -3.640 -1.691 3.468  -0.578
H -1.217 -1.102 3.503  0.117
H -3.992 -2.874 3.867  0.093
H 0.948 2.573 4.457  0.451
H 1.441 1.358 3.865  0.461
O 0.653 1.737 4.210  -0.928
H 1.810 0.381 0.134  0.476
H 1.328 0.492 1.506  0.463
O 2.089 0.152 1.077  -0.975
H 1.243 -1.064 -0.787  0.473
H 0.399 -1.048 -1.977  0.493
O 1.024 -0.478 -1.498  -0.980
H -0.340 2.393 -3.426  0.469
H 0.864 2.735 -4.234  0.468
O 0.115 2.096 -4.252  -0.947
H -0.678 -0.464 -4.043  0.480
H -0.147 -1.566 -4.868  0.466
O -0.232 -1.368 -3.961  -0.949

Output
Electronic energy ... -32101.588 eV
Max |F| ... 0.0650 hartree/bohr
Charge ... -1
Molar mass ... 156.23 g/mol
Spin multiplicity ... 2
ΔE to the lowest compared entry with this formula, charge and spin ... 2.025 eV

# 3
# H12O6

A 6-piece molecular cluster, H12O6 overall (ωB97M-V with the def2-TZVPD basis set, the OMol25 dataset).

Each line ends with the natural charge from an NBO analysis.
Atoms and positions in Å:
H -1.509 2.134 1.486  0.486
H -0.849 1.559 0.207  0.509
H -0.887 0.467 -1.666  0.499
H 0.462 1.044 -1.341  0.501
H 1.795 -0.341 -0.425  0.481
H 0.910 -0.970 -1.460  0.491
H -1.209 -2.348 -1.763  0.477
H -1.010 -1.732 -0.304  0.511
H -0.729 -0.236 1.088  0.506
H 0.153 -1.472 1.458  0.479
H 2.030 0.296 1.772  0.470
H 1.017 1.346 1.557  0.497
O -0.974 1.434 1.147  -1.004
O -0.464 1.324 -1.477  -0.989
O 1.678 -0.371 -1.366  -0.969
O -1.023 -1.548 -1.286  -1.022
O -0.714 -1.155 1.185  -0.959
O 1.322 0.570 1.189  -0.962

Output
Electronic energy ... -12480.199 eV
Max |F| ... 0.0798 hartree/bohr
SMILES ... O.O.O.O.O.O
Charge ... 0
Molar mass ... 108.09 g/mol
ΔE to the lowest compared entry with this formula, charge and spin ... 0.915 eV

# 4
# H12O6

A 6-piece molecular cluster, H12O6 overall (ωB97M-V with the def2-TZVPD basis set, the OMol25 dataset).

Each line ends with the natural charge from an NBO analysis.
Atoms and positions in Å:
H 1.401 -0.505 -3.107  0.477
H 0.720 -0.712 -1.724  0.502
H -0.499 -2.055 -0.344  0.499
H 0.424 -1.000 0.312  0.501
H -3.003 -1.440 1.329  0.489
H -2.351 -0.766 0.037  0.490
H -1.309 1.185 0.903  0.486
H -1.709 0.730 2.279  0.470
H 1.988 1.149 -1.428  0.507
H 2.380 2.531 -0.961  0.474
H 1.176 0.295 2.149  0.483
H 1.379 0.922 0.784  0.519
O 1.008 -0.035 -2.333  -0.995
O 0.385 -1.658 -0.388  -0.985
O -2.409 -1.624 0.555  -0.978
O -2.111 1.179 1.484  -0.956
O 2.349 1.623 -0.679  -0.987
O 0.704 0.473 1.332  -0.996

Output
Electronic energy ... -12480.503 eV
Max |F| ... 0.0506 hartree/bohr
SMILES ... O.O.O.O.O.O
Charge ... 0
Molar mass ... 108.09 g/mol
ΔE to the lowest compared entry with this formula, charge and spin ... 0.611 eV

# 5
# H12O6

H12O6 as an isolated structure (ωB97M-V with the def2-TZVPD basis set, the OMol25 dataset).

Each line ends with the natural charge from an NBO analysis.
Atoms and positions in Å:
H 1.682 -0.163 -0.154  0.501
H 2.360 -0.611 -1.489  0.482
H -1.097 1.322 -0.505  0.482
H -1.591 -0.050 -0.631  0.494
H 1.294 1.376 1.247  0.499
H 0.640 0.005 1.489  0.518
H -1.207 -1.619 1.626  0.506
H -1.379 0.080 1.192  0.508
H 0.188 2.742 -1.306  0.468
H 0.899 1.286 -0.817  0.501
H -0.208 -1.755 -0.733  0.508
H -1.215 -2.733 -1.140  0.479
O 1.356 -0.686 -0.986  -1.035
O -1.851 0.764 -0.225  -0.935
O 1.523 0.420 1.267  -0.970
O -0.955 -0.602 1.931  -1.040
O 0.717 2.186 -0.265  -0.981
O -1.158 -1.962 -0.503  -0.985

Output
Electronic energy ... -12477.503 eV
Max |F| ... 0.1609 hartree/bohr
Charge ... 0
Molar mass ... 108.09 g/mol
ΔE to the lowest compared entry with this formula, charge and spin ... 3.611 eV

# 6
# H12O6

H12O6 as an isolated structure (ωB97M-V with the def2-TZVPD basis set, the OMol25 dataset).

Each line ends with the natural charge from an NBO analysis.
Atoms and positions in Å:
O 1.415 -1.478 2.270  -0.989
H 1.555 -0.842 1.569  0.470
H 2.271 -1.890 2.394  0.463
O -0.283 0.250 -1.973  -0.896
H -1.216 0.345 -2.167  0.540
H 0.139 0.229 -2.832  0.516
O -2.014 -0.339 -0.420  -0.985
H -2.161 -1.177 0.019  0.473
H -1.104 -0.120 -0.218  0.456
O -0.823 2.127 -0.438  -0.939
H -0.098 2.714 -0.654  0.462
H -0.705 1.376 -1.020  0.441
O 0.994 0.600 1.590  -0.971
H 0.515 0.078 2.235  0.476
H 0.563 0.406 0.757  0.469
O 0.152 -0.576 -0.068  -0.953
H 0.018 -0.407 -1.000  0.466
H 0.783 -1.296 -0.043  0.501

Output
Electronic energy ... -12475.333 eV
Max |F| ... 0.1250 hartree/bohr
Charge ... 0
Molar mass ... 108.09 g/mol
ΔE to the lowest compared entry with this formula, charge and spin ... 5.781 eV

# 7
# H12O6

A 6-piece molecular cluster, H12O6 overall (ωB97M-V with the def2-TZVPD basis set, the OMol25 dataset).

Each line ends with the natural charge from an NBO analysis.
Atoms and positions in Å:
O 2.154 0.356 -1.091  -0.939
H 2.544 0.117 -1.932  0.495
H 2.850 0.206 -0.452  0.479
O 0.315 -0.265 0.592  -1.005
H 1.037 0.010 0.026  0.490
H -0.395 -0.480 -0.013  0.481
O 0.572 -0.331 3.488  -0.961
H 1.433 0.073 3.384  0.462
H 0.229 -0.396 2.596  0.492
O -0.692 -1.384 -2.617  -0.930
H -0.996 -1.762 -3.442  0.470
H -1.428 -1.496 -2.016  0.459
O 0.197 2.764 0.677  -0.947
H -0.666 3.142 0.847  0.462
H 0.012 1.899 0.310  0.478
O -2.367 -0.564 -0.415  -0.940
H -2.551 -0.378 0.506  0.491
H -2.247 -1.513 -0.449  0.463

Output
Electronic energy ... -12479.571 eV
Max |F| ... 0.0232 hartree/bohr
SMILES ... O.O.O.O.O.O
Charge ... 0
Molar mass ... 108.09 g/mol
ΔE to the lowest compared entry with this formula, charge and spin ... 1.542 eV

# 8
# H12O6

A 6-piece molecular cluster, H12O6 overall (ωB97M-V with the def2-TZVPD basis set, the OMol25 dataset).

Each line ends with the natural charge from an NBO analysis.
Atoms and positions in Å:
H 0.155 1.732 -0.168  0.501
H 1.626 1.871 -0.118  0.483
H 0.663 0.007 -1.325  0.491
H 0.660 -1.565 -1.093  0.503
H -0.937 -0.296 -0.478  0.498
H -2.308 -0.603 0.069  0.484
H 0.748 0.025 1.591  0.503
H -0.463 -0.831 1.309  0.483
H -1.717 1.892 -0.483  0.503
H -1.429 3.238 0.019  0.475
H 0.932 -2.057 0.760  0.496
H 2.147 -2.842 0.208  0.473
O 0.944 1.193 0.028  -0.997
O 0.234 -0.844 -1.611  -1.003
O -1.609 0.032 0.092  -1.000
O 0.345 -0.840 1.772  -0.966
O -1.177 2.650 -0.691  -0.944
O 1.187 -2.763 0.119  -0.984

Output
Electronic energy ... -12480.536 eV
Max |F| ... 0.0507 hartree/bohr
SMILES ... O.O.O.O.O.O
Charge ... 0
Molar mass ... 108.09 g/mol
ΔE to the lowest compared entry with this formula, charge and spin ... 0.578 eV

# 9
# H12O6

A 6-piece molecular cluster, H12O6 overall (ωB97M-V with the def2-TZVPD basis set, the OMol25 dataset).

Each line ends with the natural charge from an NBO analysis.
Atoms and positions in Å:
H -0.089 -0.380 -0.604  0.476
H 0.369 -0.292 -2.051  0.508
H -2.303 3.153 -0.722  0.467
H -2.902 2.121 0.219  0.465
H 1.665 0.583 -0.850  0.491
H 1.755 1.969 -1.467  0.476
H 3.364 1.284 3.040  0.469
H 2.424 1.015 1.876  0.459
H -3.288 -2.345 0.917  0.466
H -4.667 -2.041 0.353  0.466
H 1.550 -1.823 -0.343  0.483
H 2.529 -2.531 -1.264  0.462
O 0.398 -0.868 -1.278  -0.965
O -2.819 3.072 0.087  -0.932
O 1.167 1.209 -1.386  -0.971
O 2.681 0.673 2.740  -0.928
O -4.226 -2.506 1.074  -0.932
O 2.390 -2.294 -0.340  -0.961

Output
Electronic energy ... -12478.842 eV
Max |F| ... 0.0461 hartree/bohr
SMILES ... O.O.O.O.O.O
Charge ... 0
Molar mass ... 108.09 g/mol
ΔE to the lowest compared entry with this formula, charge and spin ... 2.272 eV

# 10
# H12O6

A 6-piece molecular cluster, H12O6 overall (ωB97M-V with the def2-TZVPD basis set, the OMol25 dataset).

Each line ends with the natural charge from an NBO analysis.
Atoms and positions in Å:
O 0.501 -0.812 -0.859  -0.948
H 1.221 -0.611 -0.261  0.469
H -0.109 -0.082 -0.754  0.479
O -0.249 -0.941 -4.587  -0.946
H -1.120 -0.628 -4.343  0.470
H 0.218 -1.026 -3.755  0.475
O -3.388 0.688 -2.300  -0.944
H -3.606 -0.204 -2.032  0.468
H -3.523 1.215 -1.513  0.475
O 3.674 -1.241 2.171  -0.948
H 4.290 -0.791 1.592  0.474
H 3.766 -2.167 1.947  0.475
O -1.598 2.014 1.149  -0.954
H -1.030 1.658 1.832  0.486
H -1.156 2.812 0.860  0.468
O 0.556 0.379 3.492  -0.956
H 0.232 -0.174 4.203  0.473
H 1.322 -0.086 3.157  0.483

Output
Electronic energy ... -12479.745 eV
Max |F| ... 0.0099 hartree/bohr
SMILES ... O.O.O.O.O.O
Charge ... 0
Molar mass ... 108.09 g/mol
ΔE to the lowest compared entry with this formula, charge and spin ... 1.368 eV

# 11
# H12O6

A 6-piece molecular cluster, H12O6 overall (ωB97M-V with the def2-TZVPD basis set, the OMol25 dataset).

Each line ends with the natural charge from an NBO analysis.
Atoms and positions in Å:
O 0.382 -0.619 -0.134  -0.978
H 0.867 -0.918 0.634  0.493
H -0.533 -0.608 0.149  0.492
O -1.001 0.623 -3.175  -0.934
H -1.288 0.113 -2.417  0.464
H -0.095 0.351 -3.319  0.470
O 2.610 -2.600 1.175  -0.946
H 3.360 -2.108 1.509  0.474
H 2.880 -2.889 0.304  0.474
O -1.874 2.370 1.353  -0.954
H -1.904 1.416 1.277  0.476
H -2.198 2.688 0.511  0.462
O -2.067 -0.403 1.400  -0.958
H -2.925 -0.578 1.015  0.487
H -2.108 -0.800 2.270  0.496
O 1.949 1.618 -0.597  -0.959
H 2.513 1.532 -1.366  0.453
H 1.430 0.814 -0.589  0.487

Output
Electronic energy ... -12479.821 eV
Max |F| ... 0.0140 hartree/bohr
SMILES ... O.O.O.O.O.O
Charge ... 0
Molar mass ... 108.09 g/mol
ΔE to the lowest compared entry with this formula, charge and spin ... 1.293 eV

# 12
# H12O7V

H12O7V as an isolated structure (ωB97M-V with the def2-TZVPD basis set, the OMol25 dataset).

Each line ends with the natural charge from an NBO analysis.
Atoms and positions in Å:
O 0.947 -1.202 -0.773  -0.735
V 0.371 0.180 -0.177  1.215
O -0.230 -0.504 1.773  -0.906
H -0.415 -0.003 2.568  0.501
H -0.455 -1.406 2.000  0.519
O -1.227 -3.155 -0.370  -0.939
H -1.889 -3.214 0.319  0.453
H -1.080 -4.061 -0.640  0.491
O 0.866 1.336 -1.992  -0.909
H 1.462 1.237 -2.734  0.520
H 0.321 2.090 -2.220  0.487
O -1.674 -0.248 -0.625  -0.901
H -2.220 -1.022 -0.488  0.524
H -2.275 0.412 -0.970  0.497
O 2.340 0.529 0.739  -0.909
H 2.804 0.009 1.395  0.513
H 3.011 1.103 0.369  0.502
O -0.151 2.274 0.489  -0.934
H -0.210 3.066 -0.046  0.504
H -0.295 2.579 1.385  0.507

Output
Electronic energy ... -40209.496 eV
Max |F| ... 0.0198 hartree/bohr
Charge ... +1
Molar mass ... 175.03 g/mol
Spin multiplicity ... 3
ΔE to the lowest compared entry with this formula, charge and spin ... 0.153 eV